The following is a quantum chemistry calculation of 6 unconnected molecules or ions with the total composition C23H61BF7O24P8, from the Open Molecules 2025 dataset.

```
124
Properties=species:S:1:pos:R:3:forces:R:3
P -8.0307 0.5226 0.9679 0.06 0.10 0.00
P 4.6712 1.7475 3.8198 0.05 -0.03 -0.23
P -5.5160 5.4529 -3.1928 0.21 -0.04 0.01
P 3.0443 -1.9801 0.5617 0.04 -0.63 0.95
P -0.8627 -0.8620 1.5158 -0.67 -0.29 0.04
P 2.6446 -6.3977 -1.0559 0.06 0.08 0.31
P -1.8900 -2.8140 2.2510 0.42 -0.35 1.03
P 5.4350 -0.6045 -3.4220 -0.09 0.17 0.01
F -3.0407 1.6853 2.1910 0.53 0.55 -1.00
F -0.3139 3.2182 0.6498 -0.02 -0.07 0.21
F 1.1935 1.0403 1.3902 0.17 0.21 0.05
F -2.7068 3.5690 1.1259 -0.05 -0.78 0.11
F -0.5218 2.4764 2.6855 -0.36 -0.24 -0.27
F 0.0289 1.0484 -0.4374 -0.10 -0.02 -0.22
F -2.6896 1.6945 -0.0041 0.11 0.55 1.02
O -6.5142 0.7070 0.5344 -0.06 -0.05 0.01
O 1.9388 -5.2160 -1.5248 -0.07 0.17 -0.38
O 1.7630 -7.5138 -0.3571 0.15 -0.20 0.05
O 3.4660 0.9471 3.8909 -0.22 -0.04 0.34
O 3.8186 -2.8203 1.5215 0.48 -0.02 0.15
O -4.0646 4.8523 -3.3095 0.15 0.14 -0.07
O 7.0015 -0.4005 -3.5385 0.06 0.18 -0.17
O -8.3875 1.8132 1.8138 -0.04 0.18 -0.09
O 3.3974 -7.1523 -2.2517 -0.07 0.01 -0.05
O -8.2793 -0.7585 1.6108 0.12 -0.29 0.07
O 3.7255 -6.1997 0.0678 0.05 -0.33 -0.01
O 4.9828 0.9071 -3.4117 0.16 0.14 -0.21
O -6.6242 4.5163 -3.3045 -0.32 -0.05 0.22
O -5.4256 6.5687 -4.3150 0.19 0.10 0.00
O 4.8798 2.5894 2.4974 0.31 0.15 0.03
O -5.5279 6.2465 -1.8095 -0.18 0.00 -0.04
O 4.9796 -1.1792 -4.8395 0.04 -0.04 0.03
O -0.7621 -1.3845 -0.1295 -0.36 -0.35 0.31
O 4.7633 2.8091 5.0154 0.00 -0.01 0.00
O 4.9615 -1.4292 -2.3243 -0.06 -0.37 0.02
O 6.0536 0.9765 3.8460 0.20 0.23 -0.05
O -2.0632 -0.4401 4.1065 0.03 -0.17 -0.71
O 0.7046 -1.5797 1.8029 0.13 0.60 -0.02
O -8.8850 0.8390 -0.3267 -0.05 0.18 -0.06
C 5.8819 3.6942 5.0895 0.00 0.01 0.02
C 3.9244 3.6185 2.2013 -0.10 0.00 -0.11
C 6.3711 0.2079 5.0119 0.01 -0.15 0.01
C -2.3386 2.2529 1.1853 -0.68 -0.15 -0.01
C -8.6848 0.0143 -1.4817 -0.03 -0.03 -0.07
C -6.4694 7.5458 -4.3829 -0.05 0.02 -0.06
C 3.5742 1.1886 -3.5019 -0.11 0.05 0.10
C 4.1318 -8.3456 -1.9746 0.03 0.00 -0.02
C -4.5068 7.2126 -1.5334 0.04 0.02 0.07
C -6.1153 1.9163 -0.1270 0.07 0.10 -0.04
C 7.8118 -1.5462 -3.8232 0.06 -0.04 0.05
C 0.3985 -2.0601 -0.5063 0.12 1.27 0.09
C 1.2563 -2.2811 0.7566 -0.19 -0.67 -0.51
C 5.3562 -0.4966 -6.0386 -0.02 -0.01 -0.04
C -0.0888 0.8756 0.9188 0.10 -0.15 0.36
C -3.6706 -2.5624 1.8631 0.52 0.08 -0.24
C -3.6377 3.9424 -2.2754 0.12 -0.16 0.08
C 4.8723 -5.3792 -0.2251 0.16 0.41 0.11
C 0.7671 -8.1803 -1.1377 -0.12 0.02 0.02
C -1.4468 -4.2411 1.1632 -0.47 0.23 -0.28
C -0.8069 2.1707 1.3991 0.37 0.57 -0.50
C 0.4127 0.0728 4.2567 -0.28 -0.39 -0.03
C -7.6110 2.0753 2.9911 0.02 0.01 0.08
B -0.8441 -0.3743 3.4319 -0.17 0.40 -0.01
H 4.9186 -5.1107 -1.2816 -0.07 -0.02 -0.02
H 0.9355 -1.3850 -1.1808 0.20 -0.16 -0.42
H 3.2034 3.7475 3.0082 -0.03 -0.05 0.00
H 6.3742 -0.8467 4.7471 -0.06 -0.01 -0.03
H -7.2128 3.0859 2.9157 -0.01 0.00 -0.03
H 7.2085 -2.4320 -4.0221 -0.03 0.00 0.03
H -2.6773 4.2823 -1.8955 0.01 0.04 -0.03
H -8.2584 2.0042 3.8622 -0.02 -0.04 -0.01
H -6.9510 2.6037 -0.2591 -0.03 -0.03 -0.02
H -2.1952 -0.3902 1.2416 0.26 0.21 -0.15
H 0.8060 -7.8848 -2.1864 0.00 0.04 0.00
H -0.2140 -7.9397 -0.7347 0.00 0.05 0.00
H -4.2162 -3.4447 2.1676 -0.28 -0.28 -0.05
H 3.3924 3.3513 1.2915 -0.03 -0.06 0.03
H -3.9704 6.9026 -0.6383 -0.01 -0.02 0.00
H 8.4198 -1.3232 -4.6989 -0.01 0.03 0.00
H 3.4268 1.9090 -4.3044 0.05 0.00 0.00
H 0.4524 -0.4738 5.1972 0.15 -0.20 0.26
H 5.6530 0.3730 5.8151 -0.04 -0.01 -0.02
H -6.7840 1.3737 3.0987 -0.01 -0.03 -0.01
H 4.8085 -4.4717 0.3770 -0.09 -0.03 0.01
H -0.4879 -4.6532 1.4369 0.37 -0.03 0.09
H -7.8374 -0.6598 -1.3572 0.00 -0.01 0.04
H -3.5224 2.9467 -2.6950 -0.06 0.01 -0.06
H -8.4998 0.6674 -2.3326 0.00 0.03 0.02
H -1.9165 -0.9563 4.8975 -0.13 0.09 0.63
H 5.1737 -8.1853 -2.2497 0.00 0.01 0.00
H -3.8020 7.3072 -2.3588 -0.01 -0.03 -0.02
H -7.0003 7.4292 -5.3250 -0.01 -0.04 0.00
H 5.9597 0.3875 -5.8330 0.00 0.00 0.04
H -4.3503 3.9076 -1.4522 -0.02 0.00 -0.01
H -5.7065 1.6602 -1.1027 0.00 -0.05 0.01
H -6.0129 8.5338 -4.3446 0.03 -0.01 0.00
H -7.1752 7.4458 -3.5584 -0.01 -0.04 0.00
H 5.9260 -1.1831 -6.6635 -0.01 -0.02 0.01
H 3.2466 -0.6005 0.7556 -0.10 0.09 -0.37
H -4.9823 8.1757 -1.3529 -0.02 -0.01 0.00
H -4.0185 -1.7299 2.4555 -0.12 0.29 0.22
H -1.4630 -4.0232 0.0996 0.08 0.15 -0.26
H 2.9936 0.2909 -3.7124 0.02 -0.03 0.04
H 0.2705 1.1147 4.5337 -0.06 0.24 0.04
H 6.5783 3.5423 4.2649 -0.01 -0.02 -0.01
H 4.0790 -8.6220 -0.9217 -0.01 0.02 0.01
H -9.5855 -0.5695 -1.6595 -0.01 -0.02 0.05
H 1.3509 -0.0114 3.7387 0.28 -0.08 -0.06
H 4.4670 4.5513 2.0494 0.04 -0.03 0.01
H 5.7713 -5.9355 0.0394 -0.09 -0.12 0.02
H 3.2392 1.6174 -2.5610 0.01 -0.05 0.04
H 0.1522 -2.9814 -1.0097 0.13 -0.38 -0.19
H 4.4519 -0.1986 -6.5669 -0.01 -0.01 0.01
H -2.1824 -5.0227 1.3259 -0.21 -0.22 0.16
H 3.4056 -2.3180 -0.7491 -0.31 0.39 -0.29
H 0.9370 -9.2539 -1.0616 0.02 0.01 0.02
H 6.4005 3.5234 6.0325 -0.01 -0.01 0.01
H 7.3636 0.5023 5.3512 0.00 0.02 -0.04
H -3.8425 -2.3283 0.8161 -0.13 -0.04 -0.27
H 5.5153 4.7198 5.0639 -0.02 0.00 0.00
H -5.3427 2.4011 0.4677 0.01 -0.07 0.05
H 1.2593 -3.3456 0.9969 0.07 -0.31 0.04
H 3.7219 -9.1546 -2.5790 -0.01 0.01 -0.01
H 8.4600 -1.7383 -2.9715 -0.03 0.00 0.04
```
Forces are in eV/Å.

The frontier orbital gap is 5.323 eV. Its charge is -1. The value obtained for the HOMO energy is -0.1214 Eh. The calculated total energy is -6174.00592 Eh.